Record 1
ORCA calculation (the ωB97M-V functional and the def2-TZVPD basis) on an isolated molecule of C5H10.

Structure (XYZ):
```
15
Properties=species:S:1:pos:R:3:forces:R:3:nbo_charge:R:1
C -0.6872 -0.6159 -1.8288 0.8178 -1.4825 -1.0833 -0.61
C -0.3323 0.1952 0.5982 -0.8850 -0.1981 -0.5904 -0.23
H 0.3361 -1.3743 2.0760 0.1183 0.3596 0.0123 0.22
H 0.9766 0.5634 -1.0965 -0.0294 -0.2669 0.2061 0.20
H -1.3898 0.0821 0.9457 0.9222 -0.0916 -0.6747 0.21
H 1.5981 -0.8943 0.8052 -0.9366 0.3003 0.7588 0.21
H -0.2209 -0.4796 -2.8922 -1.1676 -0.2779 1.7707 0.21
H -0.5215 1.4113 -1.2366 0.0632 -0.2247 0.4776 0.20
H -1.8085 -0.6173 -1.8700 1.0384 0.2259 -0.0689 0.21
H 0.0272 1.2241 2.5301 -0.0528 -0.2819 -0.0417 0.21
H -0.3874 -1.6670 -1.4850 -0.3325 1.3613 -0.4607 0.20
H 1.3174 1.4814 1.3322 0.1018 0.1458 -0.2546 0.21
C 0.4974 0.8467 1.6272 0.5608 1.0838 0.8303 -0.42
C -0.0959 0.4443 -0.9034 -0.6053 0.4910 0.2593 -0.40
C 0.6909 -0.6002 1.3979 0.3866 -1.1441 -1.1407 -0.43
```
Positions in Å, forces in eV/Å.

Calculated values
* E_HOMO: -10.1 eV
* SMILES: CCC1CC1
* frontier orbital gap: 0.4189 Ha

Record 2
ORCA calculation (the ωB97M-V functional and the def2-TZVPD basis) on the ion C3H8NO2 with charge +1.

Structure (XYZ):
```
14
Properties=species:S:1:pos:R:3:forces:R:3:lowdin_spin:R:1
H 2.7013 0.8543 -0.4572 -0.5970 -0.2339 -0.4553 0.02
H -1.8943 -1.7728 -1.3874 0.9539 1.4349 1.6290 0.00
C -1.0167 0.5203 0.8868 0.2398 -1.7758 1.7873 0.07
C 1.0897 -0.1832 -0.1052 -2.7191 -1.3140 -0.6325 0.68
C -0.7069 -0.2500 -0.3488 -2.6166 0.4766 -1.8431 0.24
H 1.4819 1.3401 -1.5885 -0.1083 -1.3006 1.5434 0.01
O 1.5912 -0.8479 0.9349 -0.6910 0.1954 -0.3086 0.21
H -0.2665 0.1146 1.6369 -1.1986 1.4308 -0.1166 0.02
H -0.7864 0.3564 -1.3194 0.8776 -0.9978 0.7147 0.06
N 1.7509 0.6806 -0.8170 2.6833 3.1972 -2.6408 0.28
O -1.7465 -1.2705 -0.4958 2.4328 0.2709 -0.8786 0.38
H -2.0083 0.2975 1.2658 -0.2369 -0.3957 0.0616 0.02
H -1.0269 1.5825 0.7415 0.8488 0.5644 -0.1872 0.01
H 0.8375 -1.4217 1.0532 0.1312 -1.5525 1.3267 0.01
```
Positions in Å, forces in eV/Å.

Calculated values
* E_HOMO (alpha / beta): -10.6 / -15.8 eV
* 2S+1: 3
* frontier orbital gap (alpha / beta): 0.2488 / 0.2371 Ha
* total charge: +1

Quick rundown of energy above the lowest of the compared OMol25 structures with the same formula, charge and spin, same order as above: 27.5, 74.0 kcal/mol
Quick rundown of energy, same order as above: -5346.074, -8811.501 eV